# 1
{
  "formula": "C24H21ClKN2S4",
  "method": "ωB97M-V with the def2-TZVPD basis set",
  "species": ["C", "C", "N", "C", "C", "C", "C", "C", "C", "C", "C", "C", "N", "C", "C", "S", "S", "C", "C", "C", "C", "C", "Cl", "C", "S", "C", "C", "C", "C", "S", "C", "H", "H", "H", "H", "H", "H", "H", "H", "H", "H", "H", "H", "H", "H", "H", "H", "H", "H", "H", "H", "H", "K"],
  "positions_angstrom": [[2.11931, -3.11101, -0.68590], [1.37646, -2.17561, -0.50595], [0.71457, -1.05997, 0.03084], [1.18781, 0.17769, -0.52042], [0.59731, 0.92374, -1.57085], [1.19812, 2.12250, -2.05053], [2.40954, 2.62629, -1.53045], [3.01868, 1.89476, -0.45663], [4.32184, 2.44226, 0.10101], [4.38230, 3.82348, 0.50093], [5.74036, 4.17702, 1.02069], [6.87113, 3.23328, 1.14457], [6.70553, 1.97673, 0.73115], [5.51043, 1.66172, 0.24931], [2.41550, 0.68996, 0.03132], [3.21709, -0.25178, 1.36250], [-0.92143, 0.33341, -2.33506], [-1.59202, -0.72384, -1.02304], [-2.98705, -1.00270, -1.00968], [-3.96202, -0.41203, -2.05648], [-4.92530, 0.62664, -1.38857], [-4.23698, 2.03752, -1.32439], [-5.10116, 3.03211, -0.06833], [-3.55149, -1.86227, 0.00410], [-5.31920, -2.28812, 0.02934], [-2.69160, -2.39801, 1.01395], [-3.22922, -3.34188, 2.12241], [-2.76556, -4.82801, 1.81060], [-1.30018, -2.07916, 0.96966], [-0.19197, -2.76494, 2.24414], [-0.71699, -1.24631, -0.03919], [2.85536, -3.88888, -0.86005], [0.73752, 2.67926, -2.88271], [2.90876, 3.53054, -1.90361], [3.54349, 4.52424, 0.39693], [5.91245, 5.25644, 1.34967], [7.85033, 3.54676, 1.55630], [5.42003, 0.62036, -0.10838], [4.31162, -0.80127, 0.75061], [-4.55792, -1.26695, -2.44473], [-3.43371, 0.03839, -2.92649], [-5.18772, 0.37523, -0.34552], [-5.87539, 0.71442, -1.95317], [-4.24558, 2.51744, -2.31992], [-3.19089, 1.95177, -0.97028], [-5.53904, -3.00986, -1.11720], [-2.74005, -3.03556, 3.06560], [-4.33052, -3.29513, 2.19728], [-2.28951, -4.91433, 0.81138], [-3.66196, -5.49228, 1.79872], [-2.11586, -5.23085, 2.61357], [-0.72183, -2.29992, 3.42126], [6.05662, 5.24668, 3.06967]],
  "total_charge": 1,
  "homo_lumo_gap_ev": 6.1,
  "e_lumo_ev": -3.85
}

***

# 2
{
  "formula": "C54H57AsF13N4",
  "method": "ωB97M-V with the def2-TZVPD basis set",
  "species": ["C", "C", "N", "C", "C", "N", "C", "C", "H", "H", "H", "H", "H", "H", "H", "H", "H", "H", "H", "C", "C", "N", "C", "C", "N", "C", "C", "H", "H", "H", "H", "H", "H", "H", "H", "H", "H", "H", "As", "F", "F", "F", "F", "F", "F", "F", "C", "C", "C", "C", "C", "C", "H", "H", "H", "H", "H", "F", "C", "C", "C", "C", "C", "C", "H", "H", "H", "H", "H", "F", "C", "C", "C", "C", "C", "C", "H", "H", "H", "H", "H", "F", "C", "C", "C", "C", "C", "C", "H", "H", "H", "H", "H", "F", "C", "C", "C", "C", "C", "C", "H", "H", "H", "H", "H", "F", "C", "C", "C", "C", "C", "C", "H", "H", "H", "H", "H", "F", "C", "C", "C", "C", "C", "C", "H", "H", "H", "H", "H"],
  "positions_angstrom": [[11.10252, 8.92093, 18.57492], [10.57725, 9.47720, 17.31510], [11.15418, 10.80119, 16.97785], [12.45724, 11.08455, 16.75897], [12.59978, 12.41441, 16.52014], [11.27898, 12.93794, 16.59418], [10.40378, 11.92556, 16.81717], [10.93911, 14.36662, 16.48464], [12.14881, 8.69121, 18.57239], [10.64153, 8.01365, 18.95611], [10.98325, 9.70510, 19.34461], [9.44606, 9.62821, 17.34247], [10.87879, 8.82619, 16.47947], [13.23662, 10.32776, 16.80298], [13.38863, 13.13116, 16.26342], [9.30007, 12.05825, 16.81388], [11.71285, 14.89022, 16.99650], [9.95400, 14.55175, 16.81156], [11.08623, 14.69057, 15.43884], [18.79707, 11.74045, 20.29050], [17.49148, 12.36226, 19.57412], [16.81593, 13.29024, 20.52774], [16.57577, 14.65568, 20.29588], [15.93446, 15.12924, 21.34557], [15.66705, 14.07674, 22.21472], [16.22322, 12.94969, 21.67519], [15.02714, 14.06162, 23.47959], [19.45021, 12.59783, 20.59890], [19.36912, 11.10037, 19.59349], [18.58307, 11.08616, 21.16404], [16.66883, 11.60477, 19.41158], [17.79914, 12.84368, 18.63464], [16.93757, 15.15006, 19.36059], [15.48780, 16.06726, 21.60097], [16.25057, 11.96358, 22.10908], [14.84607, 13.05890, 23.79630], [14.07341, 14.57024, 23.38707], [15.71526, 14.46377, 24.18958], [15.42004, 15.16761, 16.38046], [16.03347, 16.04068, 17.81973], [16.99542, 15.25745, 15.66153], [14.65551, 14.25564, 15.01241], [13.84545, 15.14328, 17.12812], [15.09368, 16.68732, 15.65937], [15.80949, 13.62544, 17.15920], [16.38035, 11.35508, 9.11092], [16.65516, 12.02219, 10.25273], [17.99188, 12.25173, 10.67685], [18.22727, 12.86142, 11.90454], [17.15526, 13.28609, 12.67579], [15.86220, 13.14149, 12.22915], [15.54711, 12.52078, 11.02236], [18.80303, 12.00167, 9.97021], [19.22294, 13.11986, 12.16918], [17.28440, 13.69344, 13.66913], [15.09846, 13.60387, 12.81222], [14.48808, 12.48152, 10.68584], [16.25490, 17.79935, 10.96003], [17.46586, 17.35484, 10.69534], [17.69105, 16.03393, 10.34402], [19.06530, 15.68150, 10.07928], [20.09718, 16.58848, 10.14936], [19.79869, 17.87350, 10.63144], [18.46661, 18.27211, 10.75976], [16.82065, 15.34574, 10.24424], [19.33313, 14.61992, 9.81852], [21.12401, 16.23191, 9.96099], [20.54747, 18.65739, 10.82541], [18.17853, 19.32830, 10.91155], [12.34780, 12.23813, 22.90213], [12.95537, 11.93706, 21.77184], [13.61449, 10.77500, 21.60912], [14.13199, 10.44288, 20.36227], [14.21912, 11.42272, 19.37964], [13.61732, 12.63554, 19.57908], [12.97059, 12.91369, 20.79535], [13.57196, 9.96317, 22.37735], [14.55570, 9.41130, 20.18802], [14.65279, 11.13094, 18.48142], [13.67864, 13.40643, 18.85968], [12.45228, 13.84040, 20.93074], [20.97364, 9.47526, 15.32679], [20.61385, 10.58881, 16.00862], [19.70784, 11.46953, 15.44782], [19.50657, 12.66235, 16.04584], [20.15107, 13.01262, 17.19344], [20.96951, 12.08297, 17.80750], [21.27468, 10.86846, 17.19034], [19.15141, 11.32136, 14.51555], [18.83934, 13.40255, 15.61764], [19.95496, 13.93108, 17.73343], [21.54495, 12.34009, 18.81152], [21.86660, 10.14334, 17.69046], [13.19587, 9.03578, 13.41090], [14.20341, 9.39877, 14.21470], [14.52727, 8.65799, 15.33434], [15.46540, 9.18094, 16.17907], [16.21908, 10.31076, 15.82020], [15.90418, 10.89185, 14.62110], [14.93813, 10.48871, 13.74794], [13.98147, 7.74896, 15.58402], [15.73322, 8.61927, 17.07359], [16.92460, 10.70465, 16.53897], [16.42720, 11.72819, 14.28596], [14.70138, 11.03174, 12.86113], [21.12396, 14.88586, 12.52743], [20.84476, 15.95036, 13.30017], [19.64341, 16.14426, 13.94212], [19.49560, 17.28528, 14.70767], [20.52872, 18.24810, 14.79845], [21.64717, 18.05822, 14.01754], [21.86632, 16.91877, 13.30691], [18.86920, 15.39956, 13.82980], [18.57212, 17.43499, 15.17898], [20.37009, 19.20192, 15.32580], [22.45486, 18.77811, 14.15636], [22.73590, 16.73757, 12.70685], [9.61079, 11.22971, 13.90428], [10.11770, 12.34236, 13.46986], [11.38902, 12.38492, 13.02072], [11.91737, 13.60537, 12.71770], [11.13277, 14.76452, 12.75729], [9.83822, 14.69689, 13.18580], [9.35273, 13.47359, 13.60814], [11.92907, 11.48678, 12.88650], [12.94526, 13.67064, 12.30215], [11.48122, 15.65799, 12.22971], [9.28968, 15.59337, 13.23844], [8.36873, 13.49115, 14.04592]],
  "total_charge": 1,
  "homo_lumo_gap_ev": 8.0,
  "e_lumo_ev": -2.06
}

***

# 3
{
  "formula": "C6H10N2O",
  "method": "ωB97M-V with the def2-TZVPD basis set",
  "species": ["C", "C", "C", "C", "C", "C", "H", "H", "H", "H", "H", "H", "H", "H", "H", "H", "N", "N", "O"],
  "positions_angstrom": [[-2.12937, -0.88733, -0.35220], [-0.98042, 0.23712, -0.13346], [0.76905, 1.64085, -0.13397], [1.12267, 0.72434, 1.04807], [-0.18318, -0.31677, 0.97025], [1.85642, -1.24821, -0.12887], [-2.53220, -1.14000, 0.75580], [-2.91633, -0.90142, -1.03853], [-1.95007, -2.07166, -0.79295], [-1.45648, 1.27442, 0.44016], [0.47779, 0.19829, -1.73711], [0.44481, 2.78310, -0.19416], [1.62691, 1.75832, -0.81151], [1.51645, 1.14067, 1.87874], [-0.70514, -0.68075, 1.88874], [1.14396, -1.98257, -0.67539], [-0.04279, 0.87375, -1.07096], [1.07683, -0.67512, 0.79352], [2.86109, -0.72702, -0.70617]],
  "smiles": "C[C@@H]1NC[C@H]2[C@@H]1N2C=O",
  "total_charge": 0,
  "homo_lumo_gap_ev": 9.9,
  "relative_energy_kcal_mol": 139.5,
  "e_lumo_ev": 0.77
}